(1)
Entry from the Open Molecules 2025 dataset: C29H36N6OPPt as an isolated structure (ωB97M-V/def2-TZVPD).

Computed properties:
Kohn-Sham gap, eV: 7.35
Highest occupied orbital energy, eV: -9.9584

The geometry in ORCA input format:
```
! wB97M-V def2-TZVPD RIJCOSX def2/J DEFGRID3
* xyz 1 1
H -3.9189 -0.3085 3.9320
H 3.4606 -1.9326 -2.3248
C 2.8099 -0.4806 1.8055
C -0.3907 -1.5271 4.1595
C 1.5398 -2.0713 -3.2703
H 3.3668 -0.7112 2.7135
C 3.1502 1.0263 -1.7247
H 1.7476 -0.4179 2.0556
C -3.4266 -1.6526 -0.4220
C 4.3517 3.0361 -2.6637
N -0.9836 -1.6175 2.9747
C -1.0465 -0.9947 5.2601
P 1.9302 -1.2839 -0.6584
H -0.5541 -0.9191 6.2214
N -4.5373 -1.4842 0.2804
H 1.4934 -1.0160 -3.5401
C 1.9557 3.0759 -1.8610
H 1.9221 4.1259 -2.1281
O -0.1651 -4.4484 0.6515
C 3.0853 -1.5459 0.7426
C 4.5609 -1.5647 0.3424
H 4.7799 -2.2575 -0.4683
H 2.9260 -4.3513 -2.5933
C -2.2366 -1.1815 2.8983
C -2.9467 -1.3083 1.6172
N -2.2987 -0.5575 5.1845
H -4.3271 2.0143 -1.8744
H -3.1355 2.9346 2.1191
C 0.8320 1.1331 -0.9783
H 4.8199 3.7075 -1.9414
N -4.2555 -1.2625 1.5733
H -0.0726 3.0826 -1.1853
C -5.2347 3.1634 0.4161
H 0.5257 -2.4135 -3.0505
N -0.2609 0.4794 -0.4531
H -3.3964 -1.8195 -1.4842
H -5.9161 2.4793 0.9267
H 4.0853 3.6325 -3.5365
C -3.6061 1.9395 -1.0671
H 4.8991 -0.5692 0.0532
H 0.6289 -1.8856 4.2329
H 5.0985 2.3052 -2.9716
C -2.3917 1.3063 -1.3039
H -1.3268 1.4054 -3.1686
C -2.9372 2.4603 1.1640
H 5.1533 -1.8708 1.2053
H -2.9475 0.7273 -3.2995
C 2.4636 -2.3115 -2.0768
H 0.1383 2.5915 1.7446
C -2.8973 -0.6566 4.0094
C -1.7109 1.8378 0.9636
H 1.5869 -4.2065 -1.4709
H 2.8140 -2.5247 1.1540
H -1.6069 -0.2251 -2.6161
N -2.3876 -1.5326 0.3815
H -5.1262 4.0447 1.0472
H 3.1243 0.5018 1.4512
C -0.6462 1.8824 2.0220
C 0.8246 2.4955 -1.3300
C -1.4641 1.2145 -0.2624
H -1.0602 2.1968 2.9796
H 1.9060 -2.6291 -4.1324
C 2.0189 0.4191 -1.1758
C 2.5634 -3.7953 -1.7286
C -3.9052 2.5072 0.1670
Pt -0.2621 -1.5055 -0.1198
C -0.1959 -3.3518 0.3840
C -2.0596 0.7681 -2.6685
H 3.2438 -3.9921 -0.8998
C 3.1425 2.3631 -2.0779
H -0.1645 0.9139 2.1411
H 4.0501 0.4440 -1.8915
H -5.4928 -1.4986 -0.0383
H -5.7067 3.4675 -0.5171
*
```

(2)
Entry from the Open Molecules 2025 dataset: a 2-piece molecular cluster, C29H37BCl2I2NO13P2 overall (ωB97M-V/def2-TZVPD).

Computed properties:
Kohn-Sham gap, eV: 5.71
Highest occupied orbital energy, eV: -6.1668

The geometry in ORCA input format:
```
! wB97M-V def2-TZVPD RIJCOSX def2/J DEFGRID3
* xyz -1 1
H -0.2395 -3.7275 1.7285
H -3.4836 -3.3242 1.3655
H -7.2119 1.3223 -0.1026
P -4.2722 4.9080 0.1075
C -0.8791 -0.5630 2.8975
C -3.7035 -0.7772 2.1436
H 6.1872 -3.9583 2.5166
C 6.0599 -2.8691 2.9695
C 4.4226 0.3843 -0.8770
C 3.9833 3.6995 0.8327
Cl 7.0714 -2.2516 0.4138
H 3.4473 4.3560 1.6733
H 4.9889 1.3883 -0.6747
H 7.1306 -2.5341 3.3735
C 5.6841 -1.9098 1.6520
C -5.5435 -0.1491 -2.3329
O -3.3418 6.0979 0.5743
C 2.0229 2.6990 -0.7754
C 1.9411 1.3367 0.1352
B -3.9213 -2.1990 2.9579
H 3.8260 1.3110 -2.9936
H 3.9516 -3.3857 1.5049
H -4.9047 4.5502 2.3103
H -7.0248 1.6901 -2.6800
H 7.2038 -0.5410 -5.7727
C 1.7432 -1.4715 1.9643
H 7.6736 0.3812 -3.4515
H 5.6644 0.9725 -4.1220
H 5.7511 -0.7764 1.9384
C -6.1918 1.7952 -0.4729
Cl -8.9119 -4.9533 0.9846
C 0.5212 -0.3736 2.0024
H -4.4597 -0.3382 -1.9338
I -5.3988 -0.3892 -4.5469
H 1.0794 3.4128 -0.6672
H 4.9893 3.1210 0.9847
H -3.5641 3.1523 -1.6207
C -3.2357 3.4263 -0.5067
H 4.6779 0.0737 -5.4718
H 7.2193 -1.0420 -2.6973
H 2.0502 2.4073 -1.9316
O -7.6194 -4.7571 0.3576
C -4.9930 -0.1435 1.2878
H -6.3352 2.9576 -0.4336
O -8.9511 -6.2597 1.6125
H 5.1285 -1.6600 -2.7419
C 6.7226 -0.9478 -4.7859
C 4.2514 -2.3743 0.9986
H 5.2106 -0.4783 -0.8096
H 3.7257 4.2809 -1.4336
C 3.7965 0.2883 -2.4249
I -6.8837 -1.3206 1.4247
C 3.1084 0.1633 0.1211
C 3.3427 3.6345 -0.5098
H -6.3539 -0.8973 -1.9363
H -4.6680 -1.8670 4.8062
H -5.6420 4.7042 -1.7541
O -9.9543 -4.8681 -0.0197
O 0.0726 -3.9185 2.6669
H 2.0510 -1.7406 4.8003
H 2.6455 -0.0166 -2.3436
O -0.8920 -1.0798 4.1430
C -6.0174 1.4301 -2.0958
C 3.0843 -1.2199 1.0009
N 7.6361 -0.6687 -3.5784
O -5.2300 5.4820 -1.2706
O -5.3697 4.5312 1.4170
C -2.1595 1.4036 1.2342
H -5.1826 2.0840 -2.6166
H -2.1209 3.8052 -0.5995
O -0.4980 3.4406 1.4118
H 3.6359 -1.4623 -3.8864
H 5.2345 -2.8490 3.7992
C -3.4050 2.0495 0.3831
H 4.4813 -2.6361 -0.1432
C -0.6497 2.1230 1.2545
C -2.2555 -0.0085 2.1254
C -4.8777 1.2570 0.3903
O -9.1227 -3.9283 1.9883
O -3.8661 -2.3357 4.4271
C 4.5106 -0.8673 -3.3436
P 1.5402 -3.0660 3.0651
C 5.3486 -0.0915 -4.5273
O -4.1452 -3.4168 2.1178
C 0.6183 1.0410 1.1152
O 1.6454 -2.6572 4.7558
H 6.3997 -2.0911 -4.8494
*
```

(3)
Entry from the Open Molecules 2025 dataset: C29H37BrN4O8PPtS2Te as an isolated structure (ωB97M-V/def2-TZVPD).

Computed properties:
Kohn-Sham gap (spin up / spin down), eV: 5.57 / 6.50
Highest occupied orbital energy (spin up / spin down), eV: -3.6527 / -4.6683

The geometry in ORCA input format:
```
! wB97M-V def2-TZVPD RIJCOSX def2/J DEFGRID3
* xyz -1 3
Pt 0.2157 -1.4145 -0.5691
Br -4.8605 1.6729 -0.8820
H -0.6287 2.1024 -0.6827
N -1.0999 1.8614 1.9572
H -0.1372 -2.2086 6.0800
H 2.8534 3.6714 2.0110
C -1.7384 3.6423 0.3418
H -0.4413 -3.3455 3.8876
H 0.4436 3.7371 1.6672
C -3.8281 0.3608 0.0065
H -1.6647 -2.3325 1.5614
H 0.6511 -3.4979 -4.8506
H 3.6831 3.1596 -0.3436
N 0.9657 2.8757 1.6716
H 2.0451 2.6948 -0.7625
C -3.9333 -2.7841 -4.4765
O 2.1570 -4.7674 1.5247
O -3.0111 3.0115 2.2340
H 3.0002 -0.3734 7.0396
C -1.0719 3.0891 -0.7488
H 3.4321 -3.5853 -0.0562
C 0.2765 1.7251 1.7583
P -0.5779 -1.4396 -3.5678
C 0.5047 -2.8873 4.1490
H 3.8155 -1.9340 0.4497
C 2.3086 4.8200 -0.3863
H -4.9460 -2.8134 -4.0640
H 1.2561 5.0454 -0.1936
H 3.8898 -1.2529 5.0095
C -2.5774 0.0281 -0.4911
N -1.8349 -0.9087 0.0937
H -0.5100 3.3249 -2.7974
C 0.9862 -2.6048 -5.3781
C 1.5451 -2.9275 3.2346
H -3.9976 -2.7365 -5.5666
O 4.0441 -2.2064 -2.1713
C 2.0693 -0.9408 7.0169
H 2.9272 -2.4789 -4.4678
S 1.2999 -3.6036 1.5979
H -2.8926 5.2819 1.0667
H -1.5097 1.1129 2.4977
O -0.6081 -0.1489 -2.8150
H 2.8553 -3.5039 -5.9246
Te -0.6067 -3.4189 -2.1583
H -2.7179 6.5663 -1.0578
C -2.3438 4.8873 0.2201
H -3.8904 -1.7888 2.5879
C 2.3851 2.9520 1.3349
O 1.9521 -1.4767 -1.8741
H 2.5095 5.0830 -1.4265
C 2.7672 -2.3478 3.5494
C 2.4943 -2.5793 -5.4662
C 0.6838 -2.2512 5.3703
H -2.1632 0.4791 -1.3846
H 2.8275 -1.7318 -6.0700
C 3.0666 -2.5624 -0.0487
S 0.9478 0.2073 1.6647
H -3.6995 -0.6552 -4.1873
H 0.5132 -2.5926 -6.3614
C 3.0335 -2.0564 -1.4855
C -2.2531 5.5919 -0.9699
C 2.9378 -1.7176 4.7732
O -1.8800 -1.5325 -4.5404
O 0.5566 -1.4289 -4.6734
C -3.1809 -1.5854 -3.9444
H -1.5331 5.5773 -2.9937
C -2.3099 -1.5562 1.1637
C -1.5874 5.0361 -2.0565
C 1.8962 -1.6497 5.6954
H 2.0904 -1.6524 7.8462
C -1.0073 3.7795 -1.9491
H -3.4089 -3.6988 -4.1963
N 1.7665 -2.4427 0.6182
C -3.5420 -1.2520 1.7153
C -4.3217 -0.2656 1.1333
H 2.9160 5.4724 0.2484
C -1.9895 2.8646 1.6015
C 2.6325 3.3518 -0.1144
O -0.1312 -3.8251 1.5377
H -5.2881 0.0056 1.5361
H 1.2448 -0.2486 7.1999
H 2.8049 1.9706 1.5324
H -3.1024 -1.6527 -2.8565
H 3.5744 -2.3757 2.8251
*
```

(4)
Entry from the Open Molecules 2025 dataset: C29H37Ge2N6NaO7S2 as an isolated structure (ωB97M-V/def2-TZVPD).

Computed properties:
Kohn-Sham gap, eV: 6.78
Highest occupied orbital energy, eV: -3.0732

The geometry in ORCA input format:
```
! wB97M-V def2-TZVPD RIJCOSX def2/J DEFGRID3
* xyz -2 1
H -2.9809 -2.3447 -1.6039
N -0.0806 1.1081 1.4239
O -4.9965 6.7781 -0.5179
C -4.2655 -2.7555 -0.0468
H 5.5738 0.4097 -1.0135
H -4.5705 7.7584 -0.3981
H -1.1772 -2.9782 -2.1916
H -4.2729 0.7437 3.0594
H 1.0168 6.0530 2.0497
C 2.4555 -1.7241 3.2618
C 3.3161 -7.6142 0.2187
H 0.3743 4.3785 1.6446
O -0.7294 0.1782 0.9193
H 1.4138 0.2726 -4.2985
C 3.9000 0.4786 0.3564
H -3.9307 -1.6640 2.4695
C -2.7487 8.9229 0.1183
H 0.1752 -1.9118 -1.9256
S -2.2170 2.3088 -3.0501
H 2.6132 -0.7652 2.7869
H 0.4671 -3.6236 -1.9516
C -2.7955 6.2664 0.2146
Ge 1.3103 -2.2368 0.6611
H 0.2898 -1.8148 2.8658
C 2.6699 -3.3577 -0.2740
H -0.6167 -3.8826 0.2140
C -4.1596 -1.2783 0.3940
O 1.1414 0.9550 1.7740
C -4.1311 5.8392 -0.2428
C 1.2312 -2.3653 2.5744
H 5.3897 -6.9874 0.1714
N -1.8437 5.3367 0.5960
C -4.2133 -0.2800 -0.5460
C -0.7729 6.0053 0.9520
O -1.9139 9.8232 0.4326
C 4.0918 -5.3380 -0.0251
H 4.1528 -2.9239 -1.7589
H -1.0721 -2.1651 0.2879
H 5.7417 1.4262 0.3204
H 2.3605 1.4250 -2.1168
C 3.3929 -2.5237 -1.0470
C 4.3460 -6.7131 0.0922
N -1.0129 7.3423 0.8781
C 2.0044 -7.1219 0.1964
H -0.3719 8.0915 1.0143
H 3.3549 -2.3397 3.1330
C 1.7830 -5.7731 0.0426
H -3.8097 -3.9034 -1.6749
C 5.0259 1.0964 -0.3831
H 1.2790 5.3084 0.4842
Na -2.5003 3.0548 0.3773
H 1.7758 -1.2412 -3.5836
Ge 2.6985 -0.7151 -0.6720
H 3.4881 -8.6968 0.3327
H 1.1260 -7.7516 0.2264
H 0.8462 0.6015 -1.8444
H 2.2013 -1.5255 4.2975
S -5.1393 -3.8920 0.8436
O -3.9235 9.0330 -0.3642
O -0.6743 2.1824 1.7765
H 0.8072 -5.3577 0.1240
H 1.0702 -3.3753 2.8846
C 0.5462 5.4530 1.3138
C -0.3698 -2.8835 -0.1078
C -0.2179 -2.8552 -1.6345
N -4.5034 1.4423 1.1205
N -3.6656 -3.0099 -1.1904
C -4.3059 0.4578 2.0036
H 3.0291 -0.2496 -3.8675
H 4.2729 -0.1974 1.1441
C -4.3718 1.0573 -0.1518
O -4.3913 4.6594 -0.5206
C 1.9912 -0.1699 -3.5280
H -4.4505 1.8253 -0.8669
H 4.9390 -4.6651 -0.1397
C -2.2718 7.4956 0.4225
H 3.2811 1.2081 0.8214
C 2.8184 -4.8512 -0.1645
H 4.7258 1.9850 -0.9751
C 1.9004 0.3940 -2.1380
H -3.9763 -0.5387 -1.5923
N -2.4902 -0.5304 -3.3305
C -2.3753 0.6426 -3.2761
C -4.0782 -0.9061 1.7181
*
```

(5)
Entry from the Open Molecules 2025 dataset: C29H37I2N4O3RuSiTe as an isolated structure (ωB97M-V/def2-TZVPD).

Computed properties:
Kohn-Sham gap (spin up / spin down), eV: 7.44 / 6.19
Highest occupied orbital energy (spin up / spin down), eV: -7.6262 / -7.6803

The geometry in ORCA input format:
```
! wB97M-V def2-TZVPD RIJCOSX def2/J DEFGRID3
* xyz 0 6
H -2.0414 -3.0543 -2.2176
C -3.9606 1.1235 -2.8145
H 0.4138 -4.1254 -4.7875
C 0.1516 -4.8247 -3.9790
H -3.1623 -1.3639 3.2866
I 5.0615 -1.1116 5.6825
H 0.5520 3.2799 -1.0293
H -0.3409 4.8448 2.3917
O -1.3690 -1.3698 -0.6217
H 0.0716 2.5834 4.1380
C 1.0179 -0.9409 -1.9261
H -4.8118 1.6732 -2.4070
N -0.6828 1.4187 0.5580
C -2.6715 1.7536 -2.3779
H -0.9523 -1.9039 2.8588
H -0.9600 4.6020 0.7625
H 5.8136 0.0347 2.9600
C 2.2877 0.0959 -3.7045
N -2.2495 1.4382 -1.1546
H -2.6144 0.2673 3.7589
H -1.8701 4.0067 2.1517
N -0.3835 -4.1860 -2.7969
Si 0.1062 2.5292 1.6866
H -0.2426 3.9096 -3.2738
C -0.8117 3.2080 -2.6768
C -1.5571 -3.4003 -3.1235
C 0.0365 1.7754 3.4038
C 4.7707 -0.2223 2.8361
H 2.1974 -3.2520 -4.0811
Ru 0.2678 -0.6123 -0.0511
I 5.2612 0.8752 0.0503
C -1.9698 2.6340 -3.1861
H 2.3464 2.2575 0.5702
H 1.9308 3.9661 0.7869
C 1.8837 2.9762 1.2456
C 1.5811 0.1874 -2.5188
C -0.8660 4.1383 1.7451
N 0.8135 -1.1493 2.1926
H -3.6368 2.8081 0.6795
H 1.0418 -5.4026 -3.7225
C 2.1136 -0.8700 2.4632
H -4.0162 0.0971 -2.4535
H -2.3236 2.8649 -4.1808
C -3.3401 -0.2970 3.1745
H -0.5952 -5.5152 -4.3762
H 0.8705 1.1080 3.6162
O 2.2091 -0.0571 0.2558
C 1.9789 -2.2785 -3.6626
H 1.4998 1.1517 -2.0314
C 0.6002 -3.4958 -1.9603
C 0.5623 -1.9508 4.4178
H -2.2561 -4.0305 -3.6773
C -3.9417 2.1532 1.4896
C -1.0986 1.9257 -0.6690
C -0.3678 2.8680 -1.4175
Te -3.2032 0.2009 1.0925
H -4.3462 -0.0601 3.5168
H 2.4968 3.0117 2.1495
H 2.7070 0.9850 -4.1571
O -1.4290 -1.8349 0.6933
C 4.1619 0.0271 1.5909
H -4.0501 1.1239 -3.8996
C 0.0675 -1.6764 3.1314
H -1.3277 -2.5213 -3.7485
H 1.4198 -4.2026 -1.7988
C 2.5080 -1.1522 -4.2664
H -5.0277 2.1151 1.5517
C 1.1829 -2.2011 -2.5150
H -0.8914 1.2220 3.5638
C 2.7057 -1.1182 3.7152
H -0.0951 -2.3824 5.1590
H 3.1117 -1.2518 -5.1591
C 1.8701 -1.6748 4.7072
C 2.8327 -0.2798 1.3754
C 4.0757 -0.7774 3.8760
H -3.5312 2.5016 2.4353
H 2.2741 -1.8804 5.6893
H 0.1397 -3.3155 -0.9864
*
```

(6)
Entry from the Open Molecules 2025 dataset: C29H37IrN5O5PS as an isolated structure (ωB97M-V/def2-TZVPD).

Computed properties:
Kohn-Sham gap (spin up / spin down), eV: 7.22 / 7.38
Highest occupied orbital energy (spin up / spin down), eV: -11.1821 / -11.2983

The geometry in ORCA input format:
```
! wB97M-V def2-TZVPD RIJCOSX def2/J DEFGRID3
* xyz 1 2
H -1.6767 -2.4342 1.4326
C -0.0279 -1.1674 1.6439
O -1.7600 1.4494 -1.7587
C 1.3595 2.6436 -0.4483
H 3.8912 -3.0765 -3.8298
H -0.7342 1.4861 5.5359
H 0.2766 -2.8112 -3.8500
H 0.5375 5.8680 2.3930
C 3.2034 -2.0320 -1.5125
H 1.8678 -5.8845 -2.7491
O 0.3451 -1.2226 2.7877
C -2.9969 0.8743 -1.3418
H -1.4309 3.9364 6.0254
H -4.2972 2.0584 4.5266
H -1.6374 0.5260 4.3724
H -3.5447 -1.8521 -0.9862
O -2.2253 -2.8288 -3.0538
H -2.4301 0.9909 0.7078
H -3.2489 0.1431 -2.1065
H 3.9096 -4.7694 -3.2972
H 0.9687 -3.1272 0.2253
P 1.3728 -1.9121 -1.8375
S 1.6427 4.2390 0.1121
C -1.5080 -1.3618 1.3227
C 1.3134 -2.6841 -3.5513
C -3.5812 2.4189 3.7849
N 3.6360 -3.3925 -1.7704
H -3.7915 1.6202 -1.3164
H 3.4052 -1.7421 -0.4801
N -1.9148 -0.9017 -0.0165
H 3.3309 0.9426 -5.0556
H -3.8207 -0.0588 0.3969
C -1.7184 1.3464 5.0846
C -2.3841 3.6856 5.5558
H -2.0838 -0.8701 2.1044
C -2.8366 0.2482 0.0223
H -2.8521 4.6037 5.1953
H -3.9692 3.3468 3.3594
H 3.5020 -5.3377 -1.0523
C -0.7527 4.4377 3.3361
C -1.8669 -2.0074 -2.2537
C 1.9689 0.5720 -3.4424
Ir 0.1100 -0.0819 -1.1443
C 0.8222 -3.3710 -0.8232
C -2.2113 2.6504 4.4419
C 0.1417 4.8609 2.3773
H -1.1201 1.2116 2.4187
C -2.4628 -1.9587 -0.8699
C -1.2302 3.1202 3.3632
N 2.0115 -3.9462 -3.4909
H -2.4130 1.0385 5.8682
C 1.9789 2.1644 -1.6623
H -2.2932 -2.9393 -0.4288
C 2.9646 1.2835 -4.0956
H 1.5526 -0.2957 -3.9228
O -0.8948 -1.1438 -2.5257
H -3.0356 3.2711 6.3259
H -3.5188 1.6750 2.9867
H -0.2361 -3.5586 -0.9939
C 2.9978 2.8671 -2.3077
O 0.7449 -1.0568 0.5935
H 3.1340 -4.0791 0.1449
C 0.5307 3.9612 1.3965
C 0.0300 2.6563 1.3442
C -0.8224 2.2423 2.3669
H 0.3318 -4.9906 -2.8055
C 1.3962 -4.9172 -2.5834
C 3.4961 2.4263 -3.5161
H 3.3983 3.7680 -1.8578
N 1.5828 -4.5519 -1.1809
C 1.4742 0.9880 -2.2063
H -1.0619 5.1404 4.0962
H 4.2811 2.9787 -4.0141
C 3.0053 -4.3815 -0.8944
H 3.7237 -1.3341 -2.1698
C 3.4295 -3.8018 -3.1591
H -1.5915 2.2507 -1.2442
H 1.8070 -2.0269 -4.2652
N 0.5056 1.9174 0.2227
*
```